# 1
14
Properties=species:S:1:pos:R:3:mulliken_charge:R:1 method="wB97M-V/def2-TZVPD" homo_lumo_gap_ev=6.071 e_tot_ev=-26153.2664 lumo_energy_ev=-5.97 charge=+1 relative_energy_ev=0.000 homo_ev=-12.038 spin_multiplicity=1 max_force_ha_per_bohr=0.083
I -1.073 -3.079 5.326 -0.11
S -1.943 0.401 -0.118 0.25
N -0.494 0.089 0.433 -0.41
N 1.744 -0.252 0.322 -0.46
C -1.771 1.019 -1.642 -0.21
C 0.604 0.753 -1.582 -0.16
C -0.529 1.159 -2.271 -0.42
C 0.581 0.188 -0.268 0.84
H 2.452 -0.356 -0.426 0.23
H -0.014 -2.785 6.502 0.11
H 1.612 0.854 -2.011 0.26
H -2.639 1.237 -2.329 0.33
H 1.785 -0.632 1.313 0.28
H -0.316 1.404 -3.247 0.45

# 2
13
Properties=species:S:1:pos:R:3:mulliken_charge:R:1 method="wB97M-V/def2-TZVPD" homo_lumo_gap_ev=10.085 e_tot_ev=-15881.0869 lumo_energy_ev=0.46 relative_energy_ev=2.731 homo_ev=-9.622 spin_multiplicity=1 max_force_ha_per_bohr=0.086 smiles="C[C@@H]1N=C(I)CO1"
I 3.693 -2.065 -0.251 0.17
O 0.382 0.626 -0.817 -0.36
N 0.722 -1.546 -0.082 -0.45
C 1.775 0.477 -0.984 -0.35
C -0.218 -0.579 -0.306 0.32
C -0.889 -0.274 1.049 -1.18
C 1.899 -1.152 -0.307 -0.08
H -1.282 -1.106 1.589 0.37
H 2.013 0.246 -2.078 0.34
H -1.802 0.192 0.705 0.33
H -0.949 -0.751 -1.164 0.26
H 2.466 0.995 -0.243 0.33
H -0.120 0.087 1.719 0.31

# 3
13
Properties=species:S:1:pos:R:3:mulliken_charge:R:1 method="wB97M-V/def2-TZVPD" homo_lumo_gap_ev="8.526 / 8.525" e_tot_ev=-15877.2331 lumo_energy_ev="-0.45 / -0.45" relative_energy_ev=6.585 homo_ev="-8.981 / -8.980" spin_multiplicity=1 max_force_ha_per_bohr=0.156
I -2.666 -0.027 -0.057 0.16
O 1.704 2.434 -0.372 -0.32
N 1.440 1.279 -0.189 -0.12
C 0.329 0.888 0.430 0.25
C -0.174 -1.026 -1.166 -1.60
C -0.576 -0.334 0.083 0.33
C 0.177 -0.287 1.340 -0.76
H -0.396 -0.388 -1.977 0.46
H 0.900 -1.292 -1.183 0.36
H -0.288 -0.218 2.214 0.33
H -0.575 -2.029 -1.170 0.45
H -0.845 2.012 0.771 0.18
H 0.971 -1.011 1.278 0.28

# 4
13
Properties=species:S:1:pos:R:3:mulliken_charge:R:1 method="wB97M-V/def2-TZVPD" homo_lumo_gap_ev="6.156 / 7.151" e_tot_ev=-24659.4409 lumo_energy_ev="-0.69 / -0.76" relative_energy_ev=2.227 homo_ev="-6.850 / -7.914" spin_multiplicity=2 max_force_ha_per_bohr=0.061
K -3.079 2.469 0.689 0.90
O -0.670 -0.037 -0.233 -0.18
O -3.207 -0.344 0.404 -0.24
C 1.784 -0.364 0.101 -1.20
C 0.489 -0.842 -0.510 -0.10
C -2.291 -0.985 0.072 -0.15
C -0.551 1.806 -0.085 -0.74
H 2.608 -1.004 -0.242 0.35
H 1.754 -0.422 1.198 0.29
H 0.568 -0.897 -1.605 0.24
H 0.279 -1.874 -0.187 0.29
H 0.305 1.837 0.636 0.22
H 2.009 0.657 -0.236 0.33

# 5
13
Properties=species:S:1:pos:R:3:mulliken_charge:R:1 method="wB97M-V/def2-TZVPD" homo_lumo_gap_ev="4.026 / 4.059" e_tot_ev=-8539.7628 lumo_energy_ev="2.71 / 2.76" charge=-1 relative_energy_ev=0.000 homo_ev="-1.317 / -1.304" spin_multiplicity=1 max_force_ha_per_bohr=0.039
O -1.130 -1.041 0.367 -0.18
O 1.670 0.129 0.012 -0.31
C 1.194 0.393 1.229 -0.40
C -2.997 0.293 -0.043 -0.67
C -2.402 -1.051 0.382 -0.66
C 3.067 -0.176 -0.198 -0.72
Li -0.126 0.319 -0.453 0.47
H 3.273 -0.203 -1.277 0.21
H 3.299 -1.163 0.221 0.29
H -4.091 0.283 0.090 0.41
H -2.825 0.436 -1.127 0.12
H -2.584 1.173 0.497 0.16
H 3.652 0.610 0.300 0.27

# 6
14
Properties=species:S:1:pos:R:3:mulliken_charge:R:1 method="wB97M-V/def2-TZVPD" homo_lumo_gap_ev="4.463 / 5.136" e_tot_ev=-11785.4187 lumo_energy_ev="2.69 / 2.56" charge=-1 homo_ev="-1.770 / -2.580" spin_multiplicity=3 max_force_ha_per_bohr=0.133
Pt 0.481 2.125 -0.118 -0.14
O 1.990 -0.469 1.398 -0.80
O -1.239 1.627 0.039 -0.55
C -1.622 0.299 -0.050 -0.37
C 1.221 -0.413 0.392 0.25
C 0.846 -0.591 -0.942 -0.71
C -0.566 -0.686 0.475 -0.68
Li 2.871 1.360 0.731 0.37
H -2.552 0.115 0.530 0.30
H -0.927 -1.722 0.359 0.32
H 0.241 -0.175 -1.752 0.28
H -0.570 -0.526 1.568 0.31
H -1.872 0.010 -1.096 0.24
H 1.698 -0.953 -1.533 0.19

# 7
16
Properties=species:S:1:pos:R:3:mulliken_charge:R:1 method="wB97M-V/def2-TZVPD" homo_lumo_gap_ev="4.869 / 8.035" e_tot_ev=-13289.2343 lumo_energy_ev="-3.94 / -3.96" charge=+1 homo_ev="-8.809 / -11.991" spin_multiplicity=2 max_force_ha_per_bohr=0.076
Rb 2.668 -4.994 -0.620 0.98
O -0.786 1.648 1.329 -0.26
O 1.296 1.047 1.050 -0.75
O -0.122 1.128 -0.837 -0.32
O 1.661 -1.664 -0.025 -0.88
C 0.546 0.067 -1.602 -0.19
C -2.162 1.267 1.204 -0.62
C 0.566 -1.252 -0.632 -0.28
C 0.148 1.068 0.599 0.72
Li 2.561 -0.324 0.876 0.89
H -2.705 1.925 1.888 0.24
H -0.119 -0.084 -2.461 0.28
H -2.518 1.423 0.179 0.29
H 1.572 0.430 -1.767 0.21
H -2.291 0.222 1.506 0.29
H -0.314 -1.909 -0.687 0.40

# 8
14
Properties=species:S:1:pos:R:3:mulliken_charge:R:1 method="wB97M-V/def2-TZVPD" homo_lumo_gap_ev=5.413 e_tot_ev=-43970.3276 lumo_energy_ev=-16.53 charge=+3 relative_energy_ev=3.056 homo_ev=-21.940 spin_multiplicity=1 max_force_ha_per_bohr=0.098
Lu 3.372 -0.222 -1.437 2.13
O 2.045 1.224 -0.183 -0.61
O 1.123 -0.654 -0.762 -0.50
O -0.158 0.852 0.169 -0.19
C -0.276 1.955 1.096 -0.61
C -1.485 -2.149 0.132 -0.20
C -1.479 -2.309 -1.070 -0.30
C 0.996 0.580 -0.350 1.25
H -1.348 -2.588 -2.106 0.45
H -1.325 1.962 1.397 0.25
H 0.369 1.772 1.962 0.36
H -0.027 -1.273 -0.587 0.20
H 0.004 2.880 0.584 0.34
H -1.811 -2.028 1.156 0.44

# 9
12
Properties=species:S:1:pos:R:3:mulliken_charge:R:1 method="wB97M-V/def2-TZVPD" homo_lumo_gap_ev=6.572 e_tot_ev=-11715.2786 lumo_energy_ev=-11.68 charge=+2 relative_energy_ev=0.504 homo_ev=-18.253 spin_multiplicity=1 max_force_ha_per_bohr=0.082
Mg -3.254 0.566 -2.106 1.58
O -1.938 0.687 -0.808 -0.67
C 0.876 -0.184 1.106 -0.03
C 1.224 -1.193 0.175 -0.61
C -0.119 0.733 0.727 -0.26
C -0.649 0.635 -0.622 0.03
H 0.092 -0.543 -0.952 0.18
H 1.670 0.198 1.752 0.35
H -0.764 1.167 1.495 0.40
H -0.043 1.449 -1.112 0.37
H 0.612 -2.099 0.229 0.36
H 2.294 -1.417 0.116 0.30

# 10
27
Properties=species:S:1:pos:R:3:mulliken_charge:R:1 method="wB97M-V/def2-TZVPD" homo_lumo_gap_ev="8.071 / 9.499" e_tot_ev=-80027.7350 lumo_energy_ev="-2.14 / -0.93" homo_ev="-10.210 / -10.424" spin_multiplicity=5 max_force_ha_per_bohr=0.061
Mn 8.835 -4.689 9.502 1.01
P 7.929 -2.620 8.302 1.34
P 10.363 -3.360 6.952 0.84
O 7.016 -1.305 8.146 -0.48
O 10.242 -4.280 8.188 -0.43
O 10.325 -3.795 5.580 -0.65
O 8.572 -2.717 9.647 -0.48
O 8.945 -6.479 9.093 -0.61
O 11.689 -2.481 7.186 -0.54
O 9.106 -2.229 7.255 -0.35
O 8.579 -5.229 11.267 -0.60
O 7.242 -4.010 8.067 -0.81
N 8.289 -6.409 6.946 -0.17
N 9.760 -6.353 14.177 -0.37
N 7.636 -4.734 12.081 -0.37
N 6.242 -4.052 15.200 -0.38
N 9.984 -7.839 7.665 -0.41
C 8.875 -5.753 13.770 0.30
C 9.106 -6.885 7.861 0.89
C 7.753 -5.000 13.328 0.71
C 6.785 -4.523 14.294 -0.08
H 6.287 -1.233 8.804 0.38
H 8.379 -6.657 6.033 0.17
H 10.257 -8.092 6.689 0.24
H 7.734 -5.585 7.159 0.25
H 11.567 -1.499 7.267 0.35
H 10.653 -8.022 8.406 0.26

# 11
11
Properties=species:S:1:pos:R:3:mulliken_charge:R:1 method="wB97M-V/def2-TZVPD" homo_lumo_gap_ev="7.403 / 7.413" e_tot_ev=-5717.4288 lumo_energy_ev="-6.47 / -6.46" charge=+1 relative_energy_ev=9.372 homo_ev="-13.875 / -13.873" spin_multiplicity=1 max_force_ha_per_bohr=0.191
N -0.330 -0.109 0.572 0.05
C -1.654 -0.382 0.111 -0.28
C -0.657 -1.278 -0.258 0.02
C -3.440 0.223 0.175 0.14
C 0.410 0.995 0.032 -0.81
H -0.500 -1.036 -1.347 0.27
H -0.176 1.435 -0.881 0.32
H -0.333 -0.043 1.530 0.32
H 0.459 1.742 0.826 0.35
H 1.438 0.711 -0.394 0.31
H -0.479 -2.357 0.210 0.29

# 12
11
Properties=species:S:1:pos:R:3:mulliken_charge:R:1 method="wB97M-V/def2-TZVPD" homo_lumo_gap_ev=9.928 e_tot_ev=-5724.5547 lumo_energy_ev=-5.79 charge=+1 relative_energy_ev=2.246 homo_ev=-15.714 spin_multiplicity=1 max_force_ha_per_bohr=0.060 smiles="C=C=C=[NH+]C"
N 0.411 -0.664 -0.838 -0.17
C -0.310 0.378 -0.894 0.31
C -0.773 1.547 -0.673 0.08
C -0.553 2.743 -0.213 -0.31
C 0.429 -1.690 0.254 -0.67
H 1.139 -0.978 -1.394 0.28
H -0.958 3.036 0.749 0.28
H -0.184 3.616 -0.781 0.28
H 1.415 -2.262 0.011 0.29
H -0.552 -2.209 0.074 0.31
H 0.332 -1.124 1.163 0.31

# 13
12
Properties=species:S:1:pos:R:3:mulliken_charge:R:1 method="wB97M-V/def2-TZVPD" homo_lumo_gap_ev=9.528 e_tot_ev=-7221.1062 lumo_energy_ev=1.06 relative_energy_ev=4.485 homo_ev=-8.465 spin_multiplicity=1 max_force_ha_per_bohr=0.080
N -0.722 0.460 -1.263 -0.15
N 0.018 -0.109 0.955 -0.33
C 0.039 1.083 0.232 -0.11
C -1.053 -0.774 -1.179 -0.29
C -0.723 -1.175 0.269 -0.25
C 1.298 0.313 0.384 -0.40
H -1.672 -1.352 0.793 0.25
H -0.139 -2.100 0.319 0.28
H -0.590 1.262 -1.836 0.19
H -0.185 2.052 0.727 0.31
H 1.657 -0.154 -0.534 0.24
H 2.072 0.494 1.133 0.26

# 14
12
Properties=species:S:1:pos:R:3:mulliken_charge:R:1 method="wB97M-V/def2-TZVPD" homo_lumo_gap_ev=10.035 e_tot_ev=-7223.8182 lumo_energy_ev=0.96 relative_energy_ev=1.773 homo_ev=-9.072 spin_multiplicity=1 max_force_ha_per_bohr=0.021 smiles=N#C[C@H]1CCN1
N 3.038 0.141 -0.706 -0.42
N -0.244 -1.061 -0.314 -0.29
C -0.352 0.912 0.363 -0.60
C 0.689 -0.244 0.416 0.30
C 2.000 -0.001 -0.215 0.00
C -1.333 -0.109 -0.266 -0.45
H -0.066 -1.840 -0.919 0.20
H -0.060 1.710 -0.322 0.26
H 0.879 -0.610 1.436 0.23
H -0.634 1.337 1.328 0.26
H -1.785 0.191 -1.219 0.28
H -2.131 -0.426 0.419 0.23

# 15
12
Properties=species:S:1:pos:R:3:mulliken_charge:R:1 method="wB97M-V/def2-TZVPD" homo_lumo_gap_ev=9.814 e_tot_ev=-7220.4141 lumo_energy_ev=0.55 relative_energy_ev=5.177 homo_ev=-9.262 spin_multiplicity=1 max_force_ha_per_bohr=0.095
N -1.958 -1.168 -0.962 -0.56
N 0.153 0.700 1.137 -0.44
C -1.335 -0.985 0.011 0.27
C 0.604 1.083 -0.216 -0.38
C -0.148 -0.667 0.760 0.04
C 0.608 -0.407 -0.705 -0.66
H 0.173 -1.447 1.466 0.33
H -0.582 -0.859 -1.528 0.39
H -0.593 1.250 1.553 0.25
H 1.630 -0.819 -0.571 0.24
H -0.117 1.701 -0.760 0.24
H 1.565 1.617 -0.184 0.27

# 16
12
Properties=species:S:1:pos:R:3:mulliken_charge:R:1 method="wB97M-V/def2-TZVPD" homo_lumo_gap_ev=10.724 e_tot_ev=-7221.4889 lumo_energy_ev=1.04 relative_energy_ev=4.102 homo_ev=-9.688 spin_multiplicity=1 max_force_ha_per_bohr=0.047 smiles=C[C@H]1N[C@H]1C#N
N 0.150 -1.456 -0.631 -0.54
N 2.412 1.118 -0.957 -0.42
C -0.557 -0.355 0.443 -0.11
C -1.147 0.881 -0.200 -1.05
C 1.728 0.370 -0.400 -0.02
C 0.895 -0.609 0.284 0.17
H 0.011 -1.049 -1.548 0.31
H 1.441 -1.137 1.061 0.31
H -0.523 1.308 -1.002 0.36
H -1.282 1.675 0.547 0.31
H -0.936 -1.448 0.257 0.38
H -2.137 0.657 -0.600 0.30

# 17
12
Properties=species:S:1:pos:R:3:mulliken_charge:R:1 method="wB97M-V/def2-TZVPD" homo_lumo_gap_ev=10.911 e_tot_ev=-7223.5490 lumo_energy_ev=0.87 relative_energy_ev=2.042 homo_ev=-10.043 spin_multiplicity=1 max_force_ha_per_bohr=0.032 smiles=N#CCN1CC1
N 3.045 1.094 0.264 -0.42
N -0.075 -0.200 0.642 -0.34
C -1.369 -0.663 0.193 -0.38
C -1.060 0.788 0.252 -0.32
C 2.056 0.596 -0.057 0.19
C 1.002 -0.384 -0.306 -0.25
H 0.722 -0.307 -1.364 0.28
H -0.913 1.306 -0.698 0.23
H -1.427 -1.117 -0.796 0.23
H -1.980 -1.133 0.956 0.24
H -1.445 1.405 1.057 0.24
H 1.442 -1.385 -0.142 0.30

# 18
12
Properties=species:S:1:pos:R:3:mulliken_charge:R:1 method="wB97M-V/def2-TZVPD" homo_lumo_gap_ev=6.648 e_tot_ev=-7218.2604 lumo_energy_ev=0.14 relative_energy_ev=7.331 homo_ev=-6.504 spin_multiplicity=1 max_force_ha_per_bohr=0.010
N 2.014 0.241 0.127 -0.32
N -0.300 -0.965 0.237 -0.20
C -2.042 0.516 -0.273 -1.01
C -1.763 -0.727 0.104 -0.15
C 0.384 0.133 -0.016 0.26
C 0.993 1.257 -0.173 -0.23
H -2.313 -1.622 0.414 0.34
H 1.011 2.319 -0.325 0.35
H 2.598 -0.119 -0.622 0.27
H 0.132 -1.848 -0.015 0.29
H -3.126 0.710 -0.288 0.15
H 2.449 0.209 1.046 0.26

# 19
12
Properties=species:S:1:pos:R:3:mulliken_charge:R:1 method="wB97M-V/def2-TZVPD" homo_lumo_gap_ev=9.471 e_tot_ev=-7221.6056 lumo_energy_ev=-0.39 relative_energy_ev=3.985 homo_ev=-9.864 spin_multiplicity=1 max_force_ha_per_bohr=0.032
N 0.696 0.911 0.986 -0.45
N 2.338 0.697 -1.374 -0.56
C -1.072 -0.020 -0.715 -0.62
C -1.031 -0.951 0.489 -0.53
C 0.068 0.015 0.213 0.48
C 1.680 -0.229 -1.079 0.01
H -0.806 -0.455 -1.669 0.26
H -1.783 0.802 -0.739 0.26
H 1.361 1.422 0.403 0.38
H -1.745 -0.767 1.301 0.26
H 1.108 0.552 1.839 0.25
H -0.812 -1.999 0.332 0.25

# 20
12
Properties=species:S:1:pos:R:3:mulliken_charge:R:1 method="wB97M-V/def2-TZVPD" homo_lumo_gap_ev=8.638 e_tot_ev=-7220.5842 lumo_energy_ev=0.66 relative_energy_ev=5.007 homo_ev=-7.980 spin_multiplicity=1 max_force_ha_per_bohr=0.046
N -2.241 0.253 1.648 -0.61
N -0.345 -0.115 -0.107 0.08
C 0.469 -1.312 -0.054 -0.83
C 0.068 1.217 0.574 -0.32
C -0.026 1.052 -0.894 -0.35
C -1.257 0.495 1.016 0.34
H 0.891 0.893 -1.462 0.28
H 0.446 -1.754 0.947 0.31
H 1.098 1.186 0.978 0.22
H 0.065 -2.030 -0.774 0.31
H -0.840 1.498 -1.451 0.24
H 1.506 -1.071 -0.318 0.33